Record 1
Here is a structure of composition C22H19HoN6O2Se from the OMol25 dataset. Energies are from ωB97M-V/def2-TZVPD.

Structure (ORCA input):
```
! RIJCOSX wB97M-V def2-TZVPD def2/J DEFGRID3
* xyz 2 5
Ho 0.2542 0.4945 -0.0141
O 4.3837 0.0777 -1.5838
C 3.3041 0.3464 -1.2201
N 2.2680 0.5888 -0.6788
N -0.8843 -1.0116 -1.0824
C -1.5359 -2.0105 -1.2810
C -2.2476 -3.1943 -1.6157
C -2.8382 -4.0893 -0.6440
C -3.3252 -5.3270 -0.9958
C -3.2699 -5.7432 -2.3115
C -2.9181 -4.7783 -3.2433
C -2.5096 -3.5043 -2.9565
H -2.8236 -3.7779 0.4299
H -3.6233 -6.0407 -0.2230
H -3.4446 -6.7081 -2.6880
H -2.8386 -5.0692 -4.2920
H -2.2990 -2.7962 -3.7577
C -0.5706 3.2701 -3.0344
N 0.3351 3.3151 -1.8998
C -0.1271 3.0137 -0.6476
Se -1.7468 2.4506 -0.1244
N 0.8522 3.5322 0.2309
C 1.9719 3.9770 -0.4488
C 3.2520 4.3286 -0.0192
C 4.2389 4.2781 -0.9683
C 3.9970 3.7940 -2.2824
C 2.6984 3.5356 -2.7325
C 1.7109 3.7450 -1.8340
H -0.8918 4.2754 -3.2321
H -1.4740 2.6183 -2.8311
H -0.0482 2.9563 -3.9769
H 0.7433 3.6437 1.2285
H 3.3650 4.6065 1.0305
H 5.2707 4.4591 -0.6835
H 4.8714 3.5824 -2.8422
H 2.4258 3.0221 -3.7013
N -2.5702 -2.6427 3.4795
C -2.0334 -1.7412 4.3986
O -2.6693 -1.3403 5.3784
C -0.8039 -1.0217 3.9891
C 0.2002 -0.5933 4.8788
C 1.3508 0.0489 4.3887
C 1.4999 0.3192 3.0367
N 0.5649 -0.1797 2.1796
C -0.4923 -0.9170 2.6132
H -3.2899 -3.2190 3.9357
H -1.8910 -3.2711 3.0079
H 0.0960 -0.8934 5.9119
H 2.1252 0.2622 5.1589
H 2.4699 0.7370 2.7155
H -1.0829 -1.4086 1.8541
*
```

- HOMO level (alpha / beta): -14.2 / -14.2 eV
- Frontier orbital gap (alpha / beta): 7.41 / 7.48 eV
- Energy above the lowest of the compared OMol25 structures with the same formula, charge and spin: 193.2 kJ/mol
- ⟨S²⟩: 6.004

Löwdin population analysis, charges in e, atoms 1 to 8: 1.337 0.160 -0.479 -0.093 0.014 -0.006 -0.194 -0.002

---

Record 2
Here is a structure of composition C22H19MnN6O3S3 from the OMol25 dataset. Energies are from ωB97M-V/def2-TZVPD.

Structure (ORCA input):
```
! RIJCOSX wB97M-V def2-TZVPD def2/J DEFGRID3
* xyz -1 2
Mn -0.7787 -0.0107 -0.2494
N -1.8674 1.1498 -4.5612
C -1.4828 0.6598 -3.3377
S -2.6765 -0.1757 -2.4398
N -0.2156 0.7846 -3.0594
N 0.3015 0.2626 -1.9302
C 1.6210 0.2887 -1.9024
C 2.4572 -0.3029 -0.9233
C 3.8538 -0.2141 -1.0528
C 4.7074 -0.7701 -0.1284
C 4.1879 -1.4470 0.9725
C 2.8240 -1.5643 1.1353
C 1.9192 -0.9978 0.2147
O 0.6507 -1.0711 0.4278
H -2.8512 1.3438 -4.6437
H -1.2447 1.8399 -4.9517
H 2.0959 0.7800 -2.7520
H 4.2528 0.3164 -1.9072
H 5.7792 -0.6756 -0.2461
H 4.8573 -1.8620 1.7126
H 2.4052 -2.0612 2.0002
O -1.6426 3.9972 -0.6911
C -1.1814 2.9493 -0.2516
O -1.6618 1.7821 -0.4389
C 0.0388 3.0001 0.6447
C 0.4660 4.2068 1.1894
C 1.5465 4.2079 2.0476
C 2.1772 2.9901 2.3131
C 1.6906 1.8430 1.7164
N 0.6391 1.8252 0.9062
H -0.0713 5.1046 0.9209
H 1.9049 5.1234 2.4980
H 3.0315 2.9358 2.9735
H 2.1805 0.8961 1.8887
C -2.1377 1.3637 2.8611
C -2.4170 -0.0569 2.5451
N -2.0665 -0.7050 1.4737
C -2.4720 -2.0125 1.4937
C -3.1516 -2.3769 2.6361
S -3.2926 -1.0314 3.7140
C -2.1895 -2.8802 0.3823
C -2.5821 -4.1918 0.2378
S -2.0296 -4.8222 -1.2701
C -1.2939 -3.2612 -1.6083
N -1.4713 -2.4011 -0.6717
C -0.5963 -3.0105 -2.8880
H -1.8705 1.8939 1.9517
H -1.3126 1.4460 3.5734
H -3.0193 1.8318 3.2999
H -3.5902 -3.3190 2.8860
H -3.1429 -4.8065 0.9089
H -0.5815 -3.9078 -3.5020
H 0.4233 -2.6741 -2.6998
H -1.1204 -2.2128 -3.4183
*
```

- HOMO level (alpha / beta): -3.5 / -3.5 eV
- Frontier orbital gap (alpha / beta): 5.70 / 5.71 eV
- Energy above the lowest of the compared OMol25 structures with the same formula, charge and spin: 155.8 kJ/mol
- ⟨S²⟩: 0.774

Löwdin population analysis, charges in e, atoms 1 to 8: 0.614 0.028 -0.925 0.561 -0.034 -0.078 -0.081 -0.167

---

Record 3
Here is the molecule C22H19N3O5 from the OMol25 dataset. Energies are from ωB97M-V/def2-TZVPD.

Structure (ORCA input):
```
! RIJCOSX wB97M-V def2-TZVPD def2/J DEFGRID3
* xyz 0 1
O -1.3583 -3.2707 1.8670
C -1.0458 -2.3469 1.1666
C -0.5663 -2.5096 -0.2633
N 0.7110 -1.8769 -0.5434
C 1.5860 -1.5081 0.4283
N 2.7087 -0.9287 0.2449
C 3.1028 -0.6789 -1.0447
C 4.3194 -0.0302 -1.2793
C 4.7370 0.1983 -2.5704
C 3.9622 -0.2159 -3.6542
C 2.7605 -0.8519 -3.4412
C 2.3158 -1.0824 -2.1372
C 1.0283 -1.7226 -1.8996
O 0.2570 -2.0985 -2.7571
O -1.0823 -1.0681 1.5471
C -1.4664 -0.8272 2.9074
C -2.9826 -0.8150 3.1134
C -3.6330 0.5576 2.9468
C -3.7461 1.0425 1.5024
N -2.4733 1.3021 0.8647
C -1.4991 2.1591 1.3514
O -1.5663 2.7803 2.3833
C -0.4156 2.1449 0.3384
C 0.7836 2.8231 0.2937
C 1.5730 2.6636 -0.8415
C 1.1598 1.8652 -1.8956
C -0.0423 1.1645 -1.8414
C -0.8114 1.3048 -0.7057
C -2.1178 0.7115 -0.3397
O -2.7750 -0.1164 -0.9199
H -1.3102 -2.0676 -0.9404
H -0.5053 -3.5814 -0.4834
H 1.3042 -1.7330 1.4479
H 4.9097 0.2745 -0.4300
H 5.6772 0.6987 -2.7500
H 4.3087 -0.0354 -4.6606
H 2.1385 -1.1801 -4.2604
H -1.0215 0.1347 3.1684
H -1.0205 -1.6166 3.5212
H -3.4352 -1.5339 2.4275
H -3.1781 -1.1620 4.1290
H -3.0825 1.2976 3.5291
H -4.6485 0.5069 3.3439
H -4.3323 1.9682 1.4879
H -4.2483 0.2946 0.8821
H 1.0893 3.4606 1.1085
H 2.5181 3.1807 -0.9086
H 1.7819 1.7830 -2.7740
H -0.3684 0.5410 -2.6593
*
```

- HOMO level: -8.9 eV
- Frontier orbital gap: 8.45 eV
- Energy above the lowest of the compared OMol25 structures with the same formula, charge and spin: 0.0 kJ/mol
- SMILES: O=C(Cn1cnc2ccccc2c1=O)OCCCCN1C(=O)c2ccccc2C1=O

Löwdin population analysis, charges in e, atoms 1 to 8: 0.139 -0.484 -0.011 0.048 -0.112 0.140 -0.236 -0.014

---

Record 4
Here is the molecule C22H19N5O4 from the OMol25 dataset. Energies are from ωB97M-V/def2-TZVPD.

Structure (ORCA input):
```
! RIJCOSX wB97M-V def2-TZVPD def2/J DEFGRID3
* xyz 0 1
C 2.6597 -2.9894 0.6959
O 1.3318 -2.4448 0.6259
C 0.7966 -2.3249 -0.6520
C 0.8328 -3.4642 -1.4698
C 0.2203 -3.4852 -2.7159
C -0.4906 -2.3713 -3.1426
C -0.5787 -1.2341 -2.3608
C 0.0529 -1.2119 -1.0772
N -0.0595 -0.0855 -0.2471
C -1.2416 0.6529 -0.0140
C -2.6327 0.3690 -0.4527
C -3.3116 1.3521 -1.1859
C -4.6637 1.1765 -1.5154
O -5.3678 2.1374 -2.1881
C -5.3642 0.0645 -1.0694
C -4.6836 -0.9509 -0.3893
C -3.3368 -0.7795 -0.0658
C -2.7204 -1.7922 0.8902
C -0.8909 1.7939 0.7253
N 0.4743 1.6894 0.9066
C 1.4908 2.3715 1.4439
C 1.5470 3.5134 2.2645
O 0.5254 4.1526 2.6293
N 2.7933 3.8747 2.6772
C 3.9502 3.2409 2.3147
O 5.0066 3.7266 2.6544
N 3.8727 2.1382 1.4762
C 5.0472 1.3616 1.1703
C 2.6165 1.7220 1.0729
N 2.3176 0.5755 0.3124
C 1.0004 0.6194 0.2758
H 3.3489 -2.3874 0.0422
H 3.0152 -2.9929 1.7312
H 2.6674 -4.0342 0.3605
H 1.2991 -4.4094 -1.1230
H 0.2525 -4.4004 -3.2840
H -1.0157 -2.4553 -4.0970
H -1.1500 -0.3609 -2.6828
H -2.8191 2.2597 -1.5147
H -4.7853 2.8139 -2.5568
H -6.4361 -0.0167 -1.3076
H -5.1995 -1.8580 -0.1318
H -2.5056 -2.7262 0.3856
H -3.4717 -1.9354 1.6472
H -1.7974 -1.4584 1.4106
H -1.5544 2.5701 1.0871
H 2.8710 4.6653 3.3162
H 4.8674 0.2602 1.2445
H 5.2761 1.5066 0.1038
H 5.9432 1.5613 1.7796
*
```

- HOMO level: -8.1 eV
- Frontier orbital gap: 8.65 eV
- Energy above the lowest of the compared OMol25 structures with the same formula, charge and spin: 0.0 kJ/mol
- SMILES: COc1ccccc1-n1c(-c2cc(O)ccc2C)cn2c3c(=O)[nH]c(=O)n(C)c3nc12

Löwdin population analysis, charges in e, atoms 1 to 8: -0.073 -0.107 -0.204 -0.013 -0.079 -0.089 0.013 -0.115

---

Record 5
Here is a cluster of 2 separate species, C22H19NO3 in total from the OMol25 dataset. Energies are from ωB97M-V/def2-TZVPD.

Structure (ORCA input):
```
! RIJCOSX wB97M-V def2-TZVPD def2/J DEFGRID3
* xyz 0 1
O -4.0914 2.5124 1.1773
C -3.2624 2.0968 0.3124
C -3.6396 0.8113 -0.6019
C -2.3528 0.2115 -1.3613
C -2.2676 0.1156 -2.7886
C -0.9141 -0.4550 -3.4627
O -0.9133 -1.1586 -4.5092
C 0.4340 -0.0637 -2.6644
C 1.7901 0.2408 -3.3461
C 2.9723 0.6472 -2.4210
C 2.8849 0.7775 -0.8746
C 1.5332 0.4359 -0.1989
C 0.3374 0.0298 -1.0939
C -1.1096 -0.2954 -0.4594
O -1.2616 -0.9003 0.6304
C -1.8312 2.8309 0.1792
C -1.0070 3.0702 1.4878
C 0.4018 3.7348 1.3909
C 1.0281 4.1702 0.0307
C 0.1815 3.9314 -1.2458
C -1.2384 3.2659 -1.1973
H -4.3284 1.2315 -1.4294
H -4.2125 0.0140 -0.0082
H -3.1412 0.4470 -3.4428
H 1.8513 0.1635 -4.4825
H 3.9693 0.8918 -2.9108
H 3.7669 1.1085 -0.2133
H 1.3387 0.4948 0.9257
H -1.3986 2.7447 2.5210
H 1.0104 3.9205 2.3329
H 2.0722 4.6303 -0.0091
H 0.6350 4.2567 -2.2442
H -1.8190 3.0836 -2.1676
C 1.7625 -5.2741 2.5066
C 0.5439 -4.5678 3.0915
C 0.2937 -3.1942 2.4644
C 1.4766 -2.2998 2.7035
N 2.4076 -1.5960 2.8915
H 2.6819 -4.7136 2.6944
H 1.8850 -6.2599 2.9621
H 1.6561 -5.4093 1.4259
H 0.6803 -4.4625 4.1727
H -0.3386 -5.1958 2.9383
H -0.5947 -2.7358 2.9055
H 0.1274 -3.2873 1.3880
*
```

- HOMO level: -9.2 eV
- Frontier orbital gap: 7.89 eV
- Energy above the lowest of the compared OMol25 structures with the same formula, charge and spin: 1122.3 kJ/mol
- SMILES: O=C(CC1=CC(=O)c2ccccc2C1=O)c1ccccc1.CCCC#N

Löwdin population analysis, charges in e, atoms 1 to 8: 0.026 -0.274 -0.048 -0.120 0.053 -0.265 0.036 -0.042

---

Copy entry 2 word for word.
Here is a structure of composition C22H19MnN6O3S3 from the OMol25 dataset. Energies are from ωB97M-V/def2-TZVPD.

Structure (ORCA input):
```
! RIJCOSX wB97M-V def2-TZVPD def2/J DEFGRID3
* xyz -1 2
Mn -0.7787 -0.0107 -0.2494
N -1.8674 1.1498 -4.5612
C -1.4828 0.6598 -3.3377
S -2.6765 -0.1757 -2.4398
N -0.2156 0.7846 -3.0594
N 0.3015 0.2626 -1.9302
C 1.6210 0.2887 -1.9024
C 2.4572 -0.3029 -0.9233
C 3.8538 -0.2141 -1.0528
C 4.7074 -0.7701 -0.1284
C 4.1879 -1.4470 0.9725
C 2.8240 -1.5643 1.1353
C 1.9192 -0.9978 0.2147
O 0.6507 -1.0711 0.4278
H -2.8512 1.3438 -4.6437
H -1.2447 1.8399 -4.9517
H 2.0959 0.7800 -2.7520
H 4.2528 0.3164 -1.9072
H 5.7792 -0.6756 -0.2461
H 4.8573 -1.8620 1.7126
H 2.4052 -2.0612 2.0002
O -1.6426 3.9972 -0.6911
C -1.1814 2.9493 -0.2516
O -1.6618 1.7821 -0.4389
C 0.0388 3.0001 0.6447
C 0.4660 4.2068 1.1894
C 1.5465 4.2079 2.0476
C 2.1772 2.9901 2.3131
C 1.6906 1.8430 1.7164
N 0.6391 1.8252 0.9062
H -0.0713 5.1046 0.9209
H 1.9049 5.1234 2.4980
H 3.0315 2.9358 2.9735
H 2.1805 0.8961 1.8887
C -2.1377 1.3637 2.8611
C -2.4170 -0.0569 2.5451
N -2.0665 -0.7050 1.4737
C -2.4720 -2.0125 1.4937
C -3.1516 -2.3769 2.6361
S -3.2926 -1.0314 3.7140
C -2.1895 -2.8802 0.3823
C -2.5821 -4.1918 0.2378
S -2.0296 -4.8222 -1.2701
C -1.2939 -3.2612 -1.6083
N -1.4713 -2.4011 -0.6717
C -0.5963 -3.0105 -2.8880
H -1.8705 1.8939 1.9517
H -1.3126 1.4460 3.5734
H -3.0193 1.8318 3.2999
H -3.5902 -3.3190 2.8860
H -3.1429 -4.8065 0.9089
H -0.5815 -3.9078 -3.5020
H 0.4233 -2.6741 -2.6998
H -1.1204 -2.2128 -3.4183
*
```

- HOMO level (alpha / beta): -3.5 / -3.5 eV
- Frontier orbital gap (alpha / beta): 5.70 / 5.71 eV
- Energy above the lowest of the compared OMol25 structures with the same formula, charge and spin: 155.8 kJ/mol
- ⟨S²⟩: 0.774

Löwdin population analysis, charges in e, atoms 1 to 8: 0.614 0.028 -0.925 0.561 -0.034 -0.078 -0.081 -0.167